Entry 1:
# C16H36BClO9S3

A 4-piece molecular cluster, C16H36BClO9S3 overall at a distorted geometry (the ωB97M-V functional and the def2-TZVPD basis, the Open Molecules 2025 dataset).

```
66
Properties=species:S:1:pos:R:3:lowdin_charge:R:1
C -3.336 -0.817 1.801 -0.050
C -3.066 -0.945 0.331 -0.217
O -1.686 -0.731 0.055 0.087
B -0.807 -1.739 0.140 -0.684
O -1.035 -2.961 -0.424 0.206
C 0.606 -1.453 0.823 -0.628
Cl 0.328 -0.775 2.457 0.814
C 1.443 -0.563 -0.077 -0.143
C 0.983 0.867 -0.276 -0.160
C 1.321 1.931 0.763 -0.104
C 2.735 2.055 1.184 -0.504
O 3.423 3.004 0.943 0.138
O 3.195 1.017 1.913 -0.042
C 3.764 1.393 3.170 -0.213
C 2.711 1.683 4.200 -0.052
O 1.249 -2.731 0.919 -0.034
C 2.226 -2.927 1.814 -0.389
O 2.260 -3.916 2.475 0.116
H -4.383 -0.660 1.950 0.076
H -2.825 0.047 2.167 0.073
H -3.015 -1.681 2.347 0.076
H -3.392 -1.905 -0.026 0.120
H -3.626 -0.209 -0.190 0.064
H -1.303 -3.644 0.180 0.116
H 2.468 -0.628 0.210 0.100
H 1.375 -1.048 -1.034 0.131
H 1.397 1.204 -1.202 0.121
H -0.072 0.889 -0.414 0.077
H 1.085 2.872 0.325 0.100
H 0.707 1.837 1.630 0.092
H 4.327 0.546 3.474 0.114
H 4.452 2.207 3.046 0.112
H 1.832 2.112 3.763 0.070
H 3.114 2.319 4.960 0.075
H 2.415 0.769 4.668 0.066
H 3.028 -2.208 1.835 0.116
C -4.982 -1.089 -4.277 -0.247
S -5.157 0.482 -3.434 0.842
O -4.742 0.250 -2.025 -0.563
C -6.950 0.517 -3.444 -0.250
H -3.921 -1.317 -4.328 0.056
H -5.501 -1.861 -3.710 0.062
H -5.391 -1.006 -5.283 0.057
H -7.330 -0.370 -2.938 0.061
H -7.303 0.557 -4.474 0.057
H -7.263 1.411 -2.913 0.053
C 6.280 -1.136 -0.414 -0.260
S 5.530 -2.644 0.201 0.786
O 5.697 -2.639 1.678 -0.538
C 6.766 -3.766 -0.452 -0.268
H 5.672 -0.305 -0.066 0.044
H 7.292 -1.051 -0.019 0.060
H 6.291 -1.158 -1.504 0.054
H 7.743 -3.496 -0.053 0.058
H 6.763 -3.710 -1.540 0.052
H 6.498 -4.770 -0.134 0.051
C -3.278 2.142 -1.880 -0.325
S -2.203 3.560 -1.649 0.844
O -0.943 3.028 -1.066 -0.536
C -3.126 4.284 -0.292 -0.266
H -2.844 1.524 -2.661 0.047
H -3.334 1.572 -0.955 0.042
H -4.266 2.483 -2.186 0.032
H -3.196 3.561 0.520 0.057
H -4.117 4.571 -0.642 0.052
H -2.583 5.166 0.040 0.048
```

Properties
Lowest unoccupied orbital energy: 0.20 eV
Gap between HOMO and LUMO: 8.96 eV

Entry 2:
# C15H24NO8PS5Ti

C15H24NO8PS5Ti as an isolated structure at a distorted geometry (the ωB97M-V functional and the def2-TZVPD basis, the Open Molecules 2025 dataset).

```
55
Properties=species:S:1:pos:R:3:lowdin_spin:R:1
Ti -0.345 -0.454 0.322 0.949
O -3.841 -0.023 1.267 0.001
C -3.900 -1.242 1.891 0.000
C -2.580 -1.786 2.313 0.003
N -1.619 -2.147 1.163 0.001
C -0.699 -3.203 1.724 0.000
C 0.612 -2.532 2.129 0.001
O 1.359 -3.060 2.925 -0.001
O 0.835 -1.349 1.584 0.002
C -2.303 -2.576 -0.068 0.004
C -1.180 -2.728 -1.144 0.004
O -1.362 -3.393 -2.144 -0.001
O -0.162 -1.955 -0.901 0.024
H -3.351 0.549 1.872 0.000
H -4.392 -2.001 1.228 0.000
H -4.539 -1.293 2.812 0.000
H -2.791 -2.713 2.919 0.000
H -2.078 -1.056 2.958 0.000
H -0.462 -4.037 0.989 0.000
H -1.225 -3.740 2.587 0.000
H -2.999 -1.831 -0.459 0.000
H -2.707 -3.610 0.036 0.000
S -4.591 5.659 0.176 -0.001
C -3.538 4.376 0.072 0.000
S -3.509 3.101 -1.082 0.002
C -2.410 2.040 -0.303 0.005
C -1.891 2.449 0.887 0.002
S -0.757 1.682 1.931 0.006
S -2.471 4.047 1.342 0.001
S -1.920 0.604 -1.204 -0.013
C 0.835 4.309 -2.126 0.000
C 0.882 3.418 -0.911 0.000
O 1.821 2.400 -1.246 -0.001
P 1.660 0.830 -0.918 0.008
O 1.657 0.136 -2.347 0.002
C 2.742 -0.372 -3.121 0.000
C 2.638 -1.880 -3.112 0.000
O 3.106 0.386 -0.349 0.000
C 3.523 0.608 1.001 0.000
C 4.233 -0.594 1.513 0.000
H 0.072 5.097 -2.058 0.000
H 0.709 3.749 -3.004 0.000
H 1.839 4.753 -2.131 0.000
H -0.005 2.870 -0.671 0.000
H 1.243 3.868 0.088 0.000
H 3.682 -0.118 -2.709 0.000
H 2.602 -0.073 -4.146 0.000
H 2.682 -2.230 -2.121 0.000
H 3.513 -2.359 -3.568 0.000
H 1.713 -2.196 -3.538 0.000
H 2.659 0.749 1.662 0.000
H 3.962 1.597 1.228 0.000
H 3.566 -1.426 1.304 0.000
H 4.384 -0.508 2.578 0.000
H 5.097 -0.789 0.880 0.000
```

Properties
Spin multiplicity: 2
Lowest unoccupied orbital energy (spin up / spin down): 2.43 / 2.43 eV
Expectation value of S²: 0.753
Energy above the lowest of the compared OMol25 structures with the same formula, charge and spin: 0.634 eV
Total charge: -1
Gap between HOMO and LUMO (spin up / spin down): 6.87 / 6.88 eV

Entry 3:
# C22H43N2OP3Ru

C22H43N2OP3Ru as an isolated structure at a distorted geometry (the ωB97M-V functional and the def2-TZVPD basis, the Open Molecules 2025 dataset).

```
72
Properties=species:S:1:pos:R:3:lowdin_spin:R:1
Ru 0.529 0.290 0.704 2.781
P 2.120 -0.926 1.731 0.178
P 1.844 1.996 0.992 0.125
P -0.685 -1.532 0.401 0.118
H 1.311 1.070 -1.844 0.029
C 0.337 1.264 -2.350 0.051
C -0.670 2.137 -2.111 0.063
H -0.781 2.916 -1.355 0.002
C 3.337 -1.527 0.487 0.049
C 3.123 -0.174 3.112 0.033
C 1.801 -2.539 2.604 0.033
C 1.343 3.566 0.180 0.047
C 1.961 2.846 2.654 0.015
C 3.599 1.982 0.455 0.020
C -2.209 -1.247 -0.556 0.046
C -1.255 -2.480 1.895 0.006
C 0.134 -2.834 -0.603 0.027
H 0.295 0.784 -3.352 0.001
H -1.464 2.337 -2.862 0.002
H 4.187 -2.029 0.979 0.007
H 3.708 -0.694 -0.120 0.002
H 2.827 -2.246 -0.169 0.001
H 3.729 -0.941 3.619 0.006
H 2.443 0.244 3.869 0.001
H 3.791 0.624 2.761 0.000
H 2.703 -2.872 3.152 0.006
H 1.516 -3.311 1.872 0.000
H 0.985 -2.401 3.332 0.001
H 2.191 4.254 0.038 0.007
H 0.592 4.059 0.808 0.000
H 0.939 3.289 -0.791 0.003
H 2.827 3.530 2.648 0.002
H 2.044 2.167 3.508 0.000
H 1.044 3.444 2.767 0.000
H 3.878 3.016 0.220 0.002
H 3.700 1.393 -0.463 0.002
H 4.302 1.608 1.208 0.001
H -3.045 -1.817 -0.135 0.006
H -2.056 -1.530 -1.606 0.001
H -2.479 -0.188 -0.531 0.003
H -2.243 -2.928 1.699 0.001
H -1.309 -1.808 2.769 0.001
H -0.537 -3.279 2.122 0.000
H -0.629 -3.421 -1.139 0.003
H 0.748 -3.493 0.027 0.000
H 0.779 -2.336 -1.339 0.005
C -2.238 -0.813 -4.310 0.235
C -0.904 -1.224 -4.080 0.083
C -0.344 -2.129 -4.985 0.079
C -1.101 -2.741 -5.990 0.279
C -2.430 -2.333 -6.211 0.023
C -3.016 -1.420 -5.314 0.122
O -2.877 0.107 -3.489 0.159
H -2.397 0.865 -3.318 0.006
H -0.408 -0.918 -3.145 0.000
H 0.702 -2.409 -4.886 0.001
H -0.596 -3.451 -6.635 0.011
H -3.087 -2.733 -7.003 -0.002
H -4.089 -1.181 -5.299 0.002
N -0.848 0.075 3.705 0.036
C -1.575 0.987 3.012 0.032
C -2.720 1.609 3.553 0.001
C -3.439 2.494 2.752 0.015
C -3.079 2.645 1.409 0.010
C -2.023 1.885 0.924 0.031
N -1.190 1.190 1.731 0.160
H -1.098 -0.153 4.646 0.001
H 0.065 -0.213 3.350 0.013
H -2.994 1.358 4.574 0.001
H -4.267 3.082 3.127 0.001
H -3.581 3.347 0.731 0.001
H -1.773 1.811 -0.138 0.013
```

Properties
Spin multiplicity: 6
Lowest unoccupied orbital energy (spin up / spin down): -7.97 / -12.18 eV
Expectation value of S²: 8.783
Energy above the lowest of the compared OMol25 structures with the same formula, charge and spin: 1.433 eV
Total charge: +3
Gap between HOMO and LUMO (spin up / spin down): 6.61 / 4.62 eV

Entry 4:
# C43H43MnN6O4S3Se

C43H43MnN6O4S3Se as an isolated structure at a distorted geometry (the ωB97M-V functional and the def2-TZVPD basis, the Open Molecules 2025 dataset).

```
101
Properties=species:S:1:pos:R:3:lowdin_spin:R:1
Mn -0.559 -0.167 -0.153 3.508
C 3.106 2.845 5.830 0.000
C 2.598 2.068 4.656 0.000
C 3.455 1.473 3.767 0.000
C 3.029 0.659 2.688 0.002
C 4.100 0.127 1.947 0.001
N 4.231 -0.926 1.162 0.001
C 3.279 -1.981 0.935 0.000
C 3.092 -2.858 2.178 0.000
C 2.195 -4.049 1.846 0.001
N 0.867 -3.617 1.517 0.010
C -0.234 -4.116 2.068 0.008
C -1.533 -3.656 1.854 0.005
C -2.597 -4.351 2.479 0.002
C -3.917 -4.001 2.322 0.005
C -5.015 -4.746 3.012 0.001
C -4.211 -2.914 1.501 -0.002
C -3.210 -2.146 0.908 0.005
C -3.611 -0.924 0.276 0.005
N -2.852 0.005 -0.165 0.001
C -3.497 1.271 -0.401 0.004
C -3.188 2.224 0.780 -0.001
C -2.779 1.501 2.070 0.001
N -1.390 1.078 2.046 0.015
C -0.681 1.455 3.038 0.001
C 0.727 1.291 3.292 0.000
C 1.231 1.977 4.389 0.000
C 1.598 0.523 2.433 0.003
O 1.137 -0.172 1.494 0.026
C -1.832 -2.480 1.065 0.004
O -0.911 -1.754 0.545 0.033
H 4.105 2.519 6.107 0.000
H 2.446 2.728 6.685 0.000
H 3.155 3.906 5.587 0.000
H 4.519 1.585 3.918 0.000
H 5.039 0.650 2.097 0.000
H 5.132 -1.050 0.720 0.000
H 3.653 -2.595 0.116 0.000
H 2.326 -1.527 0.646 0.000
H 2.644 -2.274 2.984 0.000
H 4.061 -3.229 2.518 0.000
H 2.133 -4.723 2.703 0.000
H 2.626 -4.601 1.002 0.000
H 0.754 -2.817 0.901 0.001
H -0.096 -4.962 2.728 0.000
H -2.339 -5.196 3.101 0.000
H -4.622 -5.383 3.800 0.000
H -5.553 -5.372 2.302 0.000
H -5.730 -4.055 3.452 0.000
H -5.242 -2.626 1.353 0.000
H -4.697 -0.758 0.279 0.000
H -4.585 1.128 -0.476 0.000
H -3.140 1.709 -1.336 0.003
H -4.076 2.824 0.980 0.000
H -2.380 2.900 0.506 -0.001
H -3.408 0.616 2.225 0.000
H -2.959 2.180 2.919 0.000
H -1.169 2.052 3.825 0.001
H 0.544 2.497 5.043 0.000
Se -1.509 0.622 -3.392 0.840
N -0.473 1.358 -0.763 -0.023
C -0.416 2.622 -1.084 0.057
C 0.001 3.600 -0.138 -0.033
C 0.097 4.922 -0.465 0.039
C -0.227 5.368 -1.758 -0.066
C -0.649 4.480 -2.704 0.054
C -0.774 3.100 -2.417 -0.019
N -1.223 2.287 -3.341 0.388
H 0.250 3.250 0.854 -0.002
H 0.422 5.635 0.277 0.004
H -0.142 6.417 -1.993 -0.005
H -0.897 4.799 -3.704 0.005
O -1.640 -1.850 -2.189 0.040
H -2.181 -2.645 -2.134 0.001
H -0.812 -2.083 -2.624 0.001
O 1.020 -0.770 -1.283 0.029
C 2.156 -0.478 -2.005 0.006
C 2.862 -1.807 -2.247 0.000
C 2.210 -2.996 -2.386 0.000
C 3.072 -4.093 -2.606 0.000
C 4.376 -3.727 -2.630 0.000
S 4.574 -2.030 -2.402 0.000
C 3.054 0.564 -1.348 0.002
C 2.673 1.511 -0.450 -0.001
C 3.686 2.446 -0.140 0.000
C 4.830 2.215 -0.828 0.000
S 4.690 0.850 -1.866 0.001
C 1.810 0.130 -3.364 0.010
C 1.826 1.443 -3.730 0.002
C 1.437 1.646 -5.074 0.002
C 1.130 0.489 -5.710 0.007
S 1.308 -0.877 -4.684 0.020
H 1.140 -3.080 -2.320 0.000
H 2.729 -5.104 -2.743 0.000
H 5.246 -4.340 -2.771 0.000
H 1.689 1.532 -0.023 0.000
H 3.557 3.258 0.552 0.000
H 5.748 2.766 -0.806 0.000
H 2.109 2.249 -3.074 0.000
H 1.389 2.616 -5.536 0.000
H 0.813 0.348 -6.723 0.000
```

Properties
Spin multiplicity: 6
Lowest unoccupied orbital energy (spin up / spin down): -3.47 / -3.50 eV
Expectation value of S²: 9.073
Total charge: +1
Gap between HOMO and LUMO (spin up / spin down): 5.64 / 6.06 eV

Entry 5:
# C7H14N2O3S

A 4-piece molecular cluster, C7H14N2O3S overall at a distorted geometry (the ωB97M-V functional and the def2-TZVPD basis, the Open Molecules 2025 dataset).

```
27
Properties=species:S:1:pos:R:3:lowdin_charge:R:1
C -2.208 -1.002 0.570 -0.133
C -2.522 -0.105 -0.599 -0.429
C -0.254 1.089 0.089 -0.241
C 0.162 2.491 0.297 -0.467
C 0.933 0.299 -0.462 -0.232
C 2.266 0.379 0.236 -0.645
C 3.093 -2.129 -0.407 -0.535
H -4.053 -1.545 1.052 -0.022
H -3.243 -2.568 0.261 0.056
H -2.207 -0.218 1.333 0.129
H -1.425 -1.635 0.592 0.076
H -1.756 1.371 -1.621 0.187
H -0.428 0.766 1.043 0.114
H 0.707 -0.802 -0.672 0.101
H 1.182 0.817 -1.394 0.121
H 2.623 1.439 0.659 0.126
H 1.971 -0.182 1.204 0.087
H 2.942 -2.366 -1.959 0.153
H 1.637 -2.084 0.363 0.168
H 4.390 -2.744 0.474 0.165
H 0.020 4.174 -0.286 0.134
N -3.273 -2.005 1.075 0.067
N -1.378 0.736 -0.820 0.088
O -3.515 0.055 -1.307 0.061
O 0.854 2.893 1.256 0.077
O -0.200 3.321 -0.669 0.151
S 3.681 -0.445 -0.307 0.642
```

Properties
Lowest unoccupied orbital energy: -0.65 eV
Energy above the lowest of the compared OMol25 structures with the same formula, charge and spin: 9.461 eV
Gap between HOMO and LUMO: 7.82 eV

Entry 6:
# C23H16N4O5

One molecule with the formula C23H16N4O5 at a distorted geometry (the ωB97M-V functional and the def2-TZVPD basis, the Open Molecules 2025 dataset).

```
48
Properties=species:S:1:pos:R:3:lowdin_charge:R:1
O 3.811 5.212 -2.941 0.113
C 3.320 4.217 -2.470 -0.486
O 4.066 3.186 -2.040 0.104
C 1.866 4.000 -2.290 -0.133
C 0.985 5.038 -2.587 -0.013
C -0.371 4.860 -2.388 -0.054
C -0.865 3.662 -1.899 0.005
C 0.013 2.620 -1.609 -0.201
N -0.409 1.388 -1.104 0.133
C -1.585 1.084 -0.473 -0.425
O -2.558 1.807 -0.434 0.088
C -1.568 -0.255 0.150 -0.053
C -2.670 -1.076 0.276 0.047
N -2.255 -2.227 0.845 -0.072
C -3.010 -3.365 1.164 -0.179
C -2.341 -4.517 1.567 -0.016
C -3.058 -5.654 1.883 -0.075
C -4.441 -5.652 1.799 -0.089
C -5.105 -4.503 1.403 -0.080
C -4.398 -3.357 1.087 -0.018
N -0.949 -2.197 1.101 0.160
C -0.500 -1.017 0.707 -0.186
C 0.900 -0.656 0.891 -0.160
C 1.888 -1.627 0.712 0.002
C 3.221 -1.297 0.835 0.021
C 3.573 0.013 1.144 -0.147
N 4.964 0.370 1.237 -0.362
O 5.783 -0.505 1.048 0.083
O 5.234 1.524 1.494 0.083
C 2.601 0.983 1.367 0.019
C 1.270 0.645 1.246 -0.017
C 1.379 2.792 -1.810 0.045
H 5.007 3.394 -2.150 0.135
H 1.384 5.967 -2.962 0.119
H -1.058 5.661 -2.614 0.109
H -1.920 3.528 -1.732 0.104
H 0.321 0.691 -1.058 0.129
H -3.677 -0.891 -0.033 0.133
H -1.265 -4.497 1.629 0.103
H -2.536 -6.545 2.195 0.106
H -5.001 -6.542 2.044 0.103
H -6.183 -4.495 1.343 0.106
H -4.931 -2.467 0.793 0.104
H 1.589 -2.634 0.468 0.117
H 3.999 -2.030 0.689 0.122
H 2.905 1.985 1.626 0.125
H 0.509 1.388 1.434 0.130
H 2.068 1.991 -1.584 0.117
```

Properties
Lowest unoccupied orbital energy: -0.92 eV
Energy above the lowest of the compared OMol25 structures with the same formula, charge and spin: 0.000 eV
Structure (SMILES): O=C(O)c1cccc(NC(=O)c2cn(-c3ccccc3)nc2-c2ccc([N+](=O)[O-])cc2)c1
Gap between HOMO and LUMO: 7.89 eV